(i)
This record from OMol25 describes the ion C5H9N2 with charge +1. The level of theory is the ωB97M-V functional and the def2-TZVPD basis.

Gap between HOMO and LUMO   8.64 eV
LUMO level   -4.7 eV
HOMO energy   -13.39 eV
SMILES string   CN1C#C[NH2+]CC1

ORCA input file:
```
! RIJCOSX wB97M-V def2-TZVPD def2/J DEFGRID3
* xyz 1 1
C 1.956 1.330 0.008
N 0.588 0.939 -0.176
C -0.259 1.213 -1.120
C -1.491 0.951 -1.276
N -1.929 -0.410 -1.074
C -0.942 -1.020 -0.076
C -0.127 0.032 0.736
H 2.593 0.448 0.083
H 2.276 1.924 -0.845
H 2.069 1.923 0.918
H -2.885 -0.389 -0.697
H -1.950 -0.969 -1.936
H -0.241 -1.631 -0.647
H -1.491 -1.652 0.621
H -0.800 0.600 1.385
H 0.597 -0.503 1.353
*
```

Here are the Mulliken charges for atoms 1 to 2, given in e: number 1, C, carries -0.896; number 2, N, carries 0.123

***

(ii)
This record from OMol25 describes a cluster of 2 separate species, C5H9N2 in total. The level of theory is the ωB97M-V functional and the def2-TZVPD basis.

Gap between HOMO and LUMO   11.73 eV
LUMO level   -3.1 eV
HOMO energy   -14.86 eV

ORCA input file:
```
! RIJCOSX wB97M-V def2-TZVPD def2/J DEFGRID3
* xyz 1 1
C 3.419 1.074 0.059
C 0.080 -0.657 0.465
C -1.721 0.798 -0.579
C -0.023 -1.177 -0.850
C 0.237 -0.808 1.734
N 2.383 0.642 -0.109
N -0.325 0.315 -0.504
H 4.409 1.524 0.264
H -1.801 1.458 0.175
H -2.390 -0.111 -0.388
H 0.799 -1.152 -1.638
H -0.788 -1.819 -1.223
H -1.873 1.175 -1.620
H 0.556 -1.676 2.214
H -0.037 -0.029 2.345
H 0.348 0.803 -1.001
*
```

Here are the Mulliken charges for atoms 1 to 2, given in e: number 1, C, carries -0.185; number 2, C, carries 0.592

***

Which of them is the least stable? Correct choice: (i).

***

(i)
This record from OMol25 describes a cluster of 15 separate species, H30O15 in total. The level of theory is the ωB97M-V functional and the def2-TZVPD basis.

Gap between HOMO and LUMO   9.61 eV
LUMO level   -0.3 eV
HOMO energy   -9.94 eV

ORCA input file:
```
! RIJCOSX wB97M-V def2-TZVPD def2/J DEFGRID3
* xyz 0 1
H 0.330 -0.075 -0.496
H -0.322 0.452 -1.750
H -1.832 4.453 1.273
H -0.545 3.556 0.810
H -1.548 -1.070 -1.515
H -1.798 -1.664 -0.177
H 1.207 -0.569 3.823
H 0.898 -1.146 2.455
H 3.379 0.372 -2.796
H 3.080 0.896 -4.236
H 3.664 -3.144 -1.252
H 2.215 -2.665 -1.898
H -3.379 -3.751 -3.201
H -3.569 -2.353 -3.031
H -5.460 -1.337 -0.295
H -4.229 -1.204 -1.171
H 1.304 3.203 2.691
H 0.032 2.815 2.404
H -4.011 2.058 0.226
H -3.595 2.677 1.578
H 0.654 -2.911 2.518
H 0.976 -2.598 3.999
H -0.502 4.313 -0.855
H -1.573 4.394 -1.884
H 3.823 1.913 -1.111
H 4.975 0.778 -1.400
H -0.562 -3.376 1.288
H -1.294 -2.711 2.301
H 5.086 -0.646 0.973
H 4.095 -1.272 -0.043
O 0.195 0.696 -0.984
O -1.541 3.699 0.802
O -2.206 -1.681 -1.108
O 1.148 -0.327 2.849
O 3.059 1.125 -3.269
O 2.774 -2.811 -1.053
O -3.032 -3.074 -2.709
O -4.885 -0.659 -0.673
O 0.548 3.652 2.375
O -4.244 2.110 1.200
O 0.590 -3.293 3.389
O -0.982 3.732 -1.554
O 4.342 1.202 -0.740
O -1.477 -3.160 1.557
O 4.213 -0.600 0.687
*
```

Here are the Mulliken charges for atoms 1 to 2, given in e: number 1, H, carries 0.210; number 2, H, carries 0.286

***

(ii)
This record from OMol25 describes a cluster of 15 separate species, H30O15 in total. The level of theory is the ωB97M-V functional and the def2-TZVPD basis.

Gap between HOMO and LUMO   9.11 eV
LUMO level   -0.5 eV
HOMO energy   -9.63 eV

ORCA input file:
```
! RIJCOSX wB97M-V def2-TZVPD def2/J DEFGRID3
* xyz 0 1
O -0.427 2.220 -1.940
H 0.219 2.918 -1.879
H -0.122 1.529 -2.576
O 0.032 1.137 3.182
H 0.377 1.428 2.336
H 0.169 1.873 3.756
O -2.516 0.306 1.446
H -2.484 0.984 2.099
H -1.591 0.113 1.258
O -1.042 -2.028 -1.827
H -1.647 -2.748 -1.646
H -0.236 -2.445 -2.007
O -0.533 -1.428 3.046
H -1.091 -1.634 2.274
H -0.371 -0.504 3.090
O -2.125 -2.493 1.086
H -2.832 -2.129 0.475
H -1.646 -3.207 0.591
O -3.836 -1.724 -0.804
H -3.203 -1.220 -1.387
H -4.615 -1.130 -0.701
O 0.254 2.711 1.036
H 0.673 3.364 1.575
H -0.557 3.142 0.745
O 3.891 -0.150 0.988
H 4.316 0.015 1.824
H 3.142 -0.810 0.988
O 1.865 -1.428 -2.509
H 2.814 -1.334 -2.489
H 1.466 -0.642 -2.872
O 2.449 1.304 -3.208
H 2.129 1.468 -2.343
H 2.811 2.103 -3.569
O -0.073 -0.351 0.227
H 0.709 0.118 -0.165
H -0.462 -0.837 -0.466
O 2.070 1.211 -0.541
H 2.541 0.688 0.049
H 1.578 1.878 -0.048
O -2.687 0.939 -1.120
H -1.789 1.150 -1.289
H -2.625 0.678 -0.199
O 1.915 -1.880 0.977
H 1.950 -1.656 1.921
H 1.155 -1.497 0.597
*
```

Here are the Mulliken charges for atoms 1 to 2, given in e: number 1, O, carries -0.741; number 2, H, carries 0.289

***

(iii)
This record from OMol25 describes a cluster of 15 separate species, H30O15 in total. The level of theory is the ωB97M-V functional and the def2-TZVPD basis.

Gap between HOMO and LUMO   8.90 eV
LUMO level   -0.3 eV
HOMO energy   -9.22 eV

ORCA input file:
```
! RIJCOSX wB97M-V def2-TZVPD def2/J DEFGRID3
* xyz 0 1
H -0.343 -0.922 -0.645
H 0.342 0.342 -0.019
H 5.544 -2.084 0.538
H 4.102 -1.960 0.607
H 1.236 -4.073 0.490
H 2.353 -4.173 -0.445
H -0.486 3.165 -2.754
H -0.642 4.729 -2.543
H 2.684 2.623 1.228
H 3.001 1.147 1.033
H -0.035 0.218 -3.987
H -0.634 -0.782 -2.879
H 1.999 -3.002 -1.830
H 2.441 -1.535 -1.612
H -0.064 2.777 -0.193
H 0.549 3.672 0.727
H 3.826 0.738 -1.381
H 2.775 0.485 -0.444
H -3.213 -0.763 -1.104
H -4.687 -0.532 -0.751
H -3.683 0.084 0.383
H -4.297 -0.864 1.260
H 1.399 2.050 3.983
H 1.307 0.651 3.541
H -0.788 0.328 2.412
H -2.096 -0.455 2.235
H -1.710 3.379 0.899
H -2.257 2.018 0.656
H -4.308 -3.207 0.248
H -2.878 -3.693 0.730
O 0.004 -0.475 0.141
O 4.820 -1.989 -0.049
O 1.702 -3.589 -0.219
O -1.126 3.876 -2.742
O 3.354 1.936 1.369
O -0.566 0.181 -3.179
O 1.872 -2.162 -1.342
O 0.298 3.600 -0.175
O 3.041 0.135 -1.248
O -4.037 -1.243 -0.960
O -3.437 -0.442 1.228
O 1.531 1.477 3.181
O -1.351 -0.301 2.824
O -2.524 2.946 0.748
O -3.761 -3.995 0.373
*
```

Here are the Mulliken charges for atoms 1 to 2, given in e: number 1, H, carries 0.118; number 2, H, carries 0.208

***

Which of them is the least stable? Correct choice: (iii).